Computed, not measured: a structure of composition C38H21BrCl2F4N5O6PSn, with the ωB97M-V functional and the def2-TZVPD basis.

## Properties
Relative energy (zero: lowest compared OMol25 entry of this formula, charge and spin) ... 15.5 kcal/mol
Orbital gap ... 4.7 eV
Net charge ... 0
Highest occupied orbital energy ... -6.64 eV
Total energy ... -6635.433204 Ha
E_LUMO ... -1.950 eV

Last column: Löwdin charge in e.
Element x y z (Å)
1 Sn 9.76 13.91 10.51  1.382
2 O 11.03 13.12 6.08  0.123
3 C 10.52 13.36 7.30  -0.411
4 O 10.97 14.19 8.09  0.046
5 C 9.37 12.41 7.53  -0.147
6 C 8.93 11.51 6.57  0.027
7 C 7.82 10.76 6.91  -0.014
8 C 7.22 10.91 8.17  0.022
9 C 7.67 11.87 9.09  -0.149
10 N 8.73 12.62 8.70  0.063
11 C 7.16 11.96 10.50  -0.425
12 O 6.58 10.88 11.02  0.143
13 O 7.44 12.93 11.22  0.005
14 H 11.78 13.72 5.86  0.173
15 H 9.37 11.46 5.54  0.150
16 H 7.40 10.08 6.14  0.132
17 H 6.36 10.30 8.44  0.122
18 H 6.49 10.05 10.47  0.149
19 Cl 7.06 17.15 7.73  0.715
20 C 7.27 17.40 9.42  -0.606
21 C 6.73 18.50 10.06  -0.118
22 C 6.93 18.66 11.43  -0.620
23 Cl 6.42 20.07 12.23  0.720
24 C 7.70 17.70 12.16  -0.158
25 C 8.07 17.89 13.51  -0.026
26 C 8.93 17.04 14.11  -0.028
27 C 9.37 15.91 13.39  -0.113
28 N 8.96 15.60 12.16  0.018
29 C 8.23 16.55 11.50  -0.143
30 C 8.01 16.38 10.07  -0.381
31 O 8.57 15.42 9.38  -0.291
32 H 6.17 19.25 9.49  0.117
33 H 7.55 18.68 14.06  0.092
34 H 9.21 17.13 15.15  0.110
35 H 10.08 15.24 13.84  0.080
36 F 13.46 11.35 17.51  0.129
37 C 13.03 11.23 16.24  -0.135
38 C 13.79 10.55 15.33  -0.102
39 F 14.96 10.01 15.78  0.104
40 C 13.42 10.50 13.97  -0.197
41 F 14.07 9.63 13.19  0.121
42 C 12.30 11.21 13.55  -0.326
43 P 11.88 11.47 11.76  1.018
44 C 13.56 11.62 10.98  -0.373
45 C 14.05 12.91 11.04  -0.110
46 C 15.30 13.22 10.52  -0.060
47 C 16.12 12.21 10.01  -0.071
48 C 15.58 10.93 9.91  -0.082
49 C 14.29 10.59 10.38  -0.092
50 C 11.36 9.84 11.26  -0.396
51 C 10.91 8.89 12.20  -0.090
52 C 10.61 7.61 11.80  -0.086
53 C 10.84 7.22 10.48  -0.081
54 C 11.27 8.16 9.53  -0.090
55 C 11.46 9.48 9.91  -0.135
56 C 11.45 11.72 14.54  -0.570
57 Br 9.70 12.32 14.09  0.826
58 C 11.81 11.80 15.89  -0.224
59 F 11.02 12.31 16.88  0.065
60 H 13.42 13.72 11.47  0.106
61 H 15.56 14.28 10.50  0.077
62 H 17.11 12.47 9.65  0.107
63 H 16.18 10.20 9.35  0.103
64 H 13.98 9.57 10.36  0.093
65 H 10.87 9.21 13.27  0.116
66 H 10.12 6.98 12.55  0.111
67 H 10.54 6.23 10.11  0.102
68 H 11.35 7.81 8.50  0.107
69 H 11.75 10.25 9.19  0.109
70 N 10.89 17.23 9.03  0.178
71 C 11.75 16.79 9.99  -0.491
72 O 11.48 15.76 10.63  -0.149
73 C 12.88 17.66 10.27  -0.248
74 C 14.10 17.12 10.62  -0.251
75 N 15.18 16.73 10.90  0.103
76 C 12.86 19.01 9.96  -0.269
77 N 12.74 20.15 9.68  0.104
78 H 10.22 16.50 8.72  0.077
79 H 11.02 18.14 8.56  0.115

Computed, not measured: a structure of composition C38H27CrF5NO8P2, with the ωB97M-V functional and the def2-TZVPD basis.

## Properties
Relative energy (zero: lowest compared OMol25 entry of this formula, charge and spin) ... 0.0 kcal/mol
Orbital gap (spin up / spin down) ... 8.8 / 8.8 eV
Multiplicity ... 4
Net charge ... 0
Highest occupied orbital energy (spin up / spin down) ... -8.62 / -8.66 eV
Total energy ... -4347.619099 Ha
E_LUMO (spin up / spin down) ... 0.158 / 0.098 eV

Last column: Löwdin charge in e.
Element x y z (Å)
1 Cr 0.21 4.27 19.83  0.873
2 O 5.03 1.85 17.25  0.085
3 C 3.90 2.38 17.73  -0.284
4 C 2.63 1.84 17.59  0.095
5 C 1.57 2.40 18.32  -0.130
6 N 1.81 3.39 19.15  0.032
7 C 2.96 4.01 19.21  -0.150
8 C 4.07 3.47 18.61  0.104
9 C 2.91 5.15 20.29  -0.564
10 O 3.95 5.61 20.70  0.089
11 O 1.71 5.43 20.65  -0.118
12 C 0.12 2.01 18.20  -0.523
13 O -0.26 1.04 17.61  0.121
14 O -0.68 2.83 18.88  -0.131
15 H 4.90 1.36 16.41  0.138
16 H 2.42 1.05 16.83  0.153
17 H 4.97 3.99 18.79  0.126
18 O -1.22 5.06 20.94  -0.380
19 P -1.04 5.88 22.17  0.827
20 C 0.39 5.36 23.20  -0.261
21 P 0.77 3.55 22.96  0.840
22 O 0.39 2.99 21.60  -0.353
23 C -0.16 2.69 24.24  -0.244
24 C 0.34 2.51 25.53  -0.076
25 C -0.49 1.99 26.49  -0.092
26 C -1.80 1.66 26.24  -0.083
27 C -2.34 1.79 24.98  -0.073
28 C -1.52 2.32 24.01  -0.059
29 C 2.60 3.45 23.14  -0.290
30 C 3.28 2.55 22.37  -0.084
31 C 4.66 2.34 22.60  -0.041
32 C 5.36 3.25 23.43  -0.066
33 C 4.70 4.31 24.00  -0.067
34 C 3.29 4.34 23.97  -0.070
35 C -1.02 7.64 21.87  -0.255
36 C -1.72 8.51 22.68  -0.052
37 C -1.76 9.88 22.37  -0.069
38 C -1.06 10.33 21.30  -0.070
39 C -0.23 9.46 20.60  -0.046
40 C -0.21 8.12 20.87  -0.059
41 C -2.57 5.54 23.11  -0.262
42 C -2.68 5.51 24.55  -0.067
43 C -3.93 5.49 25.07  -0.109
44 C -5.06 5.44 24.27  -0.074
45 C -4.94 5.53 22.89  -0.037
46 C -3.66 5.53 22.33  -0.092
47 H 0.22 5.60 24.24  0.070
48 H 1.25 5.94 22.93  0.053
49 H 1.32 2.74 25.82  0.088
50 H -0.05 1.89 27.46  0.101
51 H -2.41 1.24 27.10  0.128
52 H -3.39 1.53 24.73  0.129
53 H -1.85 2.45 22.99  0.097
54 H 2.70 1.85 21.71  0.135
55 H 5.19 1.57 22.03  0.112
56 H 6.41 3.33 23.52  0.093
57 H 5.20 5.14 24.50  0.113
58 H 2.66 5.07 24.50  0.109
59 H -2.29 8.15 23.50  0.094
60 H -2.47 10.47 22.95  0.114
61 H -1.17 11.37 21.04  0.109
62 H 0.37 9.75 19.78  0.104
63 H 0.21 7.44 20.16  0.089
64 H -1.81 5.59 25.12  0.081
65 H -4.04 5.40 26.15  0.112
66 H -6.05 5.49 24.81  0.127
67 H -5.75 5.44 22.17  0.112
68 H -3.55 5.39 21.26  0.103
69 F -2.47 5.25 18.59  0.083
70 C -1.48 5.96 18.03  -0.236
71 C -0.16 5.71 18.37  -0.045
72 C 0.72 6.38 17.57  -0.255
73 F 2.01 6.10 17.72  0.098
74 C 0.51 7.29 16.59  -0.186
75 F 1.53 7.92 16.08  0.154
76 C -0.83 7.55 16.34  -0.095
77 F -1.23 8.44 15.40  0.095
78 C -1.83 6.80 17.02  -0.154
79 F -3.10 7.05 16.74  0.124
80 O -3.37 2.79 20.60  -0.086
81 H -3.89 2.20 20.04  0.038
82 H -2.49 3.01 20.12  0.041

Computed, not measured: a structure of composition C38H27F5N10O2SV, with the ωB97M-V functional and the def2-TZVPD basis.

## Properties
Relative energy (zero: lowest compared OMol25 entry of this formula, charge and spin) ... 42.1 kcal/mol
Orbital gap (spin up / spin down) ... 5.6 / 6.1 eV
Multiplicity ... 4
Net charge ... 0
Highest occupied orbital energy (spin up / spin down) ... -7.22 / -7.86 eV
Total energy ... -4003.713835 Ha
E_LUMO (spin up / spin down) ... -1.579 / -1.780 eV

Last column: Löwdin charge in e.
Element x y z (Å)
1 V -0.64 -0.09 0.80  1.051
2 C -5.10 0.58 0.83  -0.075
3 C -3.82 0.31 1.28  -0.072
4 N -2.75 0.69 0.60  0.069
5 C -2.96 1.35 -0.56  -0.160
6 C -4.25 1.60 -1.00  -0.043
7 N -5.33 1.22 -0.31  0.112
8 C -1.74 1.85 -1.22  -0.172
9 C -1.67 2.72 -2.29  0.070
10 C -0.43 3.25 -2.64  -0.123
11 C 0.67 2.97 -1.84  0.077
12 C 0.53 2.09 -0.77  -0.164
13 N -0.64 1.48 -0.57  0.049
14 C 1.46 1.83 0.32  -0.257
15 C 2.79 2.06 0.23  -0.101
16 N 3.61 1.90 1.34  0.087
17 C 3.09 1.39 2.38  -0.071
18 C 1.66 0.91 2.48  -0.270
19 N 0.81 1.37 1.44  0.001
20 C -0.30 4.15 -3.81  -0.175
21 C 0.80 4.06 -4.66  -0.008
22 C 0.88 4.93 -5.74  -0.129
23 N -0.03 5.86 -6.01  0.066
24 C -1.08 5.94 -5.19  -0.132
25 C -1.26 5.12 -4.09  -0.013
26 H -5.96 0.26 1.40  0.119
27 H -3.65 -0.25 2.18  0.094
28 H -4.43 2.12 -1.93  0.120
29 H -2.56 2.99 -2.84  0.120
30 H 1.61 3.48 -2.00  0.132
31 H 3.25 2.42 -0.68  0.102
32 H 3.70 1.30 3.28  0.107
33 H 1.27 1.17 3.47  0.114
34 H 1.57 3.32 -4.50  0.116
35 H 1.72 4.87 -6.42  0.110
36 H -1.81 6.71 -5.42  0.109
37 H -2.12 5.25 -3.45  0.114
38 F -0.06 -0.54 -2.39  0.055
39 C -1.01 -1.43 -2.01  -0.225
40 C -1.49 -1.44 -0.71  -0.043
41 C -2.55 -2.30 -0.53  -0.240
42 F -3.21 -2.33 0.66  0.045
43 C -3.06 -3.15 -1.50  -0.146
44 F -4.08 -3.97 -1.24  0.115
45 C -2.49 -3.14 -2.76  -0.139
46 F -2.96 -3.94 -3.72  0.129
47 C -1.46 -2.26 -3.02  -0.145
48 F -0.94 -2.20 -4.25  0.117
49 O 0.77 -1.10 1.51  -0.242
50 N 1.59 -0.60 2.44  -0.064
51 C 1.91 -1.36 3.53  -0.217
52 C 1.81 -2.77 3.51  -0.189
53 N 1.76 -3.92 3.54  0.186
54 C 2.38 -0.71 4.69  -0.214
55 N 2.77 -0.18 5.64  0.167
56 C -1.13 -3.57 2.08  -0.059
57 C -1.74 -2.65 3.12  -0.212
58 O -1.46 -1.24 2.91  -0.237
59 C -2.00 -0.50 4.01  -0.270
60 C -1.58 0.95 3.95  -0.046
61 H -0.42 -4.25 2.53  0.052
62 H -0.60 -3.00 1.32  0.049
63 H -1.91 -4.15 1.58  0.078
64 H -1.34 -2.89 4.12  0.120
65 H -2.83 -2.75 3.16  0.117
66 H -1.64 -0.95 4.94  0.129
67 H -3.09 -0.60 4.02  0.111
68 H -0.53 1.06 4.21  0.064
69 H -2.16 1.52 4.68  0.092
70 H -1.75 1.40 2.97  0.059
71 S 4.69 -0.78 -2.38  1.043
72 C 3.01 -0.48 -2.08  -0.483
73 N 2.44 -1.17 -1.15  0.061
74 C 3.36 -2.06 -0.61  -0.302
75 C 3.07 -2.99 0.40  -0.021
76 C 4.09 -3.81 0.86  -0.074
77 C 5.38 -3.72 0.32  -0.084
78 C 5.67 -2.82 -0.68  -0.092
79 C 4.65 -1.99 -1.14  -0.478
80 H 2.48 0.28 -2.65  0.068
81 H 2.07 -3.05 0.79  0.089
82 H 3.87 -4.52 1.64  0.095
83 H 6.16 -4.36 0.70  0.103
84 H 6.67 -2.75 -1.09  0.106

Number 1: largest force on an atom 4.9 eV/Å. Number 2: largest force on an atom 3.5 eV/Å. Number 3: largest force on an atom 0.6 eV/Å.